[1]
# C24H70N4O13

9 unconnected molecules or ions with the total composition C24H70N4O13 (wB97M-V/def2-TZVPD, the Open Molecules 2025 dataset).

Calculated values
* Kohn-Sham gap: 8.56 eV
* E_HOMO: -8.59 eV
* electronic energy: -58594.6915 eV
* SMILES: COCCNCCOC.COCCNCCOC.COCCNCCOC.COCCNCCOC.O.O.O.O.O
* ΔE to the lowest compared entry with this formula, charge and spin: 57.1 kcal per mole

Atoms and positions in Å:
O (-4.8775, -13.0854, 2.1464)
O (-5.7170, -16.5451, 2.9097)
O (-4.9391, -15.3134, -3.6061)
O (-2.9542, -15.3303, -1.7255)
O (-4.1295, -20.4512, -2.2021)
O (-9.8270, -15.5717, 1.5117)
O (-10.4457, -17.9893, -2.6001)
O (-5.5822, -16.6540, -0.7728)
O (-8.5076, -14.3117, -7.4115)
O (-0.2395, -18.1062, -5.8857)
O (-3.0156, -16.9317, 1.1920)
O (-8.2810, -13.6390, -2.6305)
O (-7.7350, -8.5956, 5.7888)
N (-8.2947, -17.3430, -0.3522)
N (-1.0218, -18.8968, -3.4217)
N (-5.5853, -9.9987, 4.0012)
N (-9.3357, -12.7472, -5.0064)
C (-9.2960, -12.6368, -2.5912)
C (-10.0947, -12.9801, -6.2241)
C (-8.5715, -18.5801, -1.0806)
C (-8.8554, -8.4997, 6.6416)
C (-10.0427, -18.8074, -1.4998)
C (-8.5466, -16.1554, 1.7536)
C (-4.5043, -13.4240, 0.8259)
C (-9.1998, -13.0953, -7.4360)
C (-7.2624, -13.4963, -1.6547)
C (-6.8478, -9.3601, 3.6003)
C (-8.5333, -17.5115, 1.1020)
C (0.8084, -18.4676, -5.0101)
C (-7.9744, -9.3531, 4.6169)
C (-10.7699, -16.6596, -2.2422)
C (-5.4552, -11.4353, 3.7615)
C (-5.3887, -11.7862, 2.2807)
C (-10.1654, -12.8653, -3.8186)
C (-9.8526, -14.1574, 1.5225)
C (-5.4983, -20.1522, -2.3508)
C (0.1603, -17.3316, -6.9767)
C (0.2549, -19.4330, -3.9897)
C (-7.2054, -14.2874, -7.9624)
C (-3.2675, -19.4381, -2.6919)
C (-1.8545, -19.9450, -2.8445)
H (-8.9264, -9.0344, 4.1788)
H (-5.7691, -19.3248, -1.6876)
H (-6.4511, -11.7849, 1.9685)
H (-8.1526, -10.3873, 4.9614)
H (-3.3198, -17.1956, 2.0642)
H (-4.4823, -11.7369, 4.1621)
H (-5.2015, -16.4531, 0.0928)
H (-6.5764, -13.5750, -7.4259)
H (-4.9738, -11.0255, 1.6132)
H (-7.1317, -9.6080, 2.5813)
H (-8.2866, -19.4440, -0.4807)
H (-9.1089, -13.7313, 0.8449)
H (-7.1469, -14.0381, -9.0311)
H (-6.0795, -21.0356, -2.0993)
H (-8.5792, -12.1885, -7.4674)
H (-8.7886, -7.5977, 7.2343)
H (-2.8097, -17.7623, 0.7444)
H (-3.4307, -18.5923, -2.0124)
H (-2.8673, -15.7287, -0.8528)
H (-9.5876, -13.7922, 2.5241)
H (-5.5986, -9.8483, 5.0066)
H (-1.8540, -20.7292, -3.6154)
H (-9.7988, -12.8570, -1.6428)
H (-3.6583, -12.8103, 0.4975)
H (-8.0123, -18.5249, -2.0160)
H (-5.2797, -13.3298, 0.0590)
H (-9.8068, -12.9958, -8.3482)
H (-6.8989, -15.3324, -7.9335)
H (0.9161, -17.8671, -7.5643)
H (-6.8894, -14.4955, -1.4144)
H (-8.4871, -16.0929, 2.8496)
H (-10.7337, -13.8655, -6.1164)
H (-9.5164, -17.9586, 1.2725)
H (-8.9619, -9.4127, 7.2388)
H (-11.2758, -16.6446, -1.2700)
H (-10.5781, -13.8765, -3.7038)
H (-8.8482, -16.5567, -0.6599)
H (-7.7332, -18.1106, 1.5351)
H (-1.4628, -20.3489, -1.9120)
H (-6.6154, -8.2832, 3.6290)
H (-5.7485, -15.8008, 3.5241)
H (0.9912, -19.6321, -3.2087)
H (-6.5000, -12.8878, -2.1436)
H (-1.3762, -18.4767, -4.2764)
H (-6.5068, -16.9462, -0.5778)
H (-8.9713, -11.5926, -2.6696)
H (-7.7794, -15.4763, 1.3556)
H (-11.4387, -16.2457, -2.9954)
H (-5.7514, -19.8394, -3.3681)
H (-4.2191, -14.4695, 0.9427)
H (1.5853, -18.9702, -5.5980)
H (-5.7818, -15.4667, -3.1698)
H (-6.2245, -11.9004, 4.3921)
H (-10.9268, -12.0841, -3.7648)
H (-7.6031, -13.1426, -0.6748)
H (-8.5746, -13.4018, -4.8641)
H (-10.7478, -18.6978, -0.6727)
H (0.5492, -16.3300, -6.7702)
H (-9.8991, -15.9993, -2.1777)
H (-2.5796, -15.9855, -2.3302)
H (-9.7954, -8.5664, 6.0798)
H (-10.7388, -12.1274, -6.4618)
H (1.2376, -17.5895, -4.5184)
H (-5.1651, -17.2003, 3.3494)
H (-10.0634, -19.8340, -1.8661)
H (-4.2895, -15.3146, -2.8788)
H (-10.8858, -13.8967, 1.3151)
H (-0.0459, -20.4029, -4.4106)
H (-3.5718, -19.0635, -3.6783)
H (-0.6320, -17.1547, -7.7054)


[2]
# C3H11NOS2

2 unconnected molecules or ions with the total composition C3H11NOS2 (wB97M-V/def2-TZVPD, the Open Molecules 2025 dataset).

Calculated values
* Kohn-Sham gap: 8.66 eV
* E_HOMO: -8.09 eV
* electronic energy: -28496.4835 eV
* SMILES: CSSCCN.O
* ΔE to the lowest compared entry with this formula, charge and spin: 25.7 kcal per mole

Atoms and positions in Å:
S (0.1302, -0.9537, -1.3861)
S (-0.7010, 0.8827, -1.7136)
O (1.1603, -2.2003, 2.3867)
N (-0.6269, 0.6060, 2.2487)
C (-0.2975, 1.6126, -0.0422)
C (-1.2736, 1.1738, 1.1679)
C (1.6781, -0.5875, -0.4916)
H (0.6837, 1.4839, 0.3445)
H (2.1419, 0.3386, -0.9341)
H (-1.9374, 0.4210, 0.6313)
H (0.6883, -2.5620, 1.5996)
H (-0.5809, 2.6895, -0.2026)
H (-0.1826, 1.2657, 2.9038)
H (0.1213, -0.0361, 2.1144)
H (1.4569, -0.4406, 0.4861)
H (2.3910, -1.4660, -0.5025)
H (0.6001, -2.4609, 3.0808)
H (-1.7847, 2.0710, 1.4355)


[3]
# C4H5N

A single C4H5N molecule (wB97M-V/def2-TZVPD, the Open Molecules 2025 dataset).

Calculated values
* Kohn-Sham gap: 9.11 eV
* E_HOMO: -8.61 eV
* electronic energy: -5714.3557 eV
* ΔE to the lowest compared entry with this formula, charge and spin: 103.6 kcal per mole

Atoms and positions in Å:
N (0.8835, -0.0776, -0.5646)
C (-0.2320, -0.5204, -1.2640)
C (-0.6358, 0.4091, 1.1365)
C (0.6323, 0.4180, 0.6905)
C (-1.5109, -0.4411, -0.8552)
H (1.8153, -0.3420, -0.8491)
H (-0.9876, 0.9487, 2.0057)
H (1.4799, 0.8542, 1.2169)
H (-1.3751, -0.3303, 0.7485)
H (-0.0697, -0.9187, -2.2653)


[4]
# C6H12N2O

A single C6H12N2O molecule (wB97M-V/def2-TZVPD, the Open Molecules 2025 dataset).

Calculated values
* Kohn-Sham gap: 9.56 eV
* E_HOMO: -8.88 eV
* electronic energy: -11438.3421 eV
* SMILES: CN/N=C(C)/C=C\CO
* ΔE to the lowest compared entry with this formula, charge and spin: 145.9 kcal per mole

Atoms and positions in Å:
O (1.8451, -2.2327, -0.2612)
N (-0.3677, -0.4132, -0.5399)
N (-1.8277, -0.2532, -0.2109)
C (2.4161, 0.3449, -0.0961)
C (2.0369, -0.9176, 0.5195)
C (-2.5985, -1.4744, -0.1341)
C (-0.6509, 2.1097, 0.2236)
C (0.0854, 0.7726, -0.3583)
C (1.5990, 1.1072, -0.6855)
H (-1.2062, 1.9413, 1.3361)
H (2.9628, -1.1326, 1.1655)
H (3.4032, 0.6051, -0.3319)
H (0.8601, -2.1400, -0.7664)
H (-1.7819, 0.3140, 0.7498)
H (-2.7106, -1.7953, 1.0639)
H (1.1284, -0.6428, 1.0063)
H (-0.0162, 3.0503, 0.0297)
H (2.0165, 1.9544, -1.1397)
H (-1.9095, -2.1724, -0.7467)
H (-3.6471, -1.2666, -0.5415)
H (-1.6371, 2.2413, -0.2823)


[5]
# C4H9N2O

2 unconnected molecules or ions with the total composition C4H9N2O (wB97M-V/def2-TZVPD, the Open Molecules 2025 dataset).

Calculated values
* Kohn-Sham gap: 6.96 eV
* E_HOMO: -14.42 eV
* electronic energy: -9311.1192 eV
* ΔE to the lowest compared entry with this formula, charge and spin: 112.9 kcal per mole
* net charge: +1

Atoms and positions in Å:
O (1.7017, -2.1168, -0.1481)
N (0.0361, -0.1535, -0.7851)
N (-2.0867, -0.0738, 0.3956)
C (-1.5506, -0.5533, -0.8457)
C (0.1993, 0.5923, 0.3386)
C (-0.9479, 0.6373, 1.1920)
C (1.5056, 1.3265, 0.4335)
H (1.9122, 1.3527, -0.6008)
H (1.4571, 2.3650, 0.8664)
H (1.0805, -1.5865, -0.6818)
H (-2.9931, 0.5217, 0.3407)
H (-1.2361, 1.2178, 2.0515)
H (-1.5461, -1.6361, -1.0992)
H (-2.0246, 0.0789, -1.7627)
H (2.2532, -2.7011, -0.7837)
H (2.2392, 0.7289, 1.0889)


[6]
# ClH8Na4O8

A molecular structure, ClH8Na4O8 (wB97M-V/def2-TZVPD, the Open Molecules 2025 dataset).

Calculated values
* Kohn-Sham gap (alpha / beta): 10.04 / 5.05 eV
* 2S+1: 2
* E_HOMO (alpha / beta): -23.20 / -23.20 eV
* electronic energy: -46650.0688 eV
* net charge: +4

Atoms and positions in Å:
Cl (-8.8828, -16.8564, 7.1279)
Na (-11.3148, -18.3389, 9.5921)
Na (-10.7481, -14.4757, 5.1366)
Na (-9.1100, -13.4246, 9.3481)
Na (-6.9748, -19.4736, 9.6130)
O (-6.9289, -14.2120, 10.0414)
O (-8.9145, -17.8980, 3.2802)
O (-9.0818, -15.9194, 8.2102)
O (-8.5860, -16.1709, 5.8788)
O (-7.8515, -17.7657, 7.4769)
O (-9.4314, -20.2564, 4.7869)
O (-11.3793, -16.9424, 4.4088)
O (-10.0413, -17.6991, 7.1468)
H (-7.0370, -15.1409, 10.2458)
H (-11.6281, -17.5455, 5.1092)
H (-6.1317, -13.9555, 10.5050)
H (-11.8605, -17.2534, 3.6420)
H (-9.6510, -17.7009, 3.8590)
H (-9.4871, -19.3345, 5.0384)
H (-8.9253, -20.6663, 5.4883)
H (-8.6094, -17.0419, 2.9799)


[7]
# C5H34NO12S

12 unconnected molecules or ions with the total composition C5H34NO12S (wB97M-V/def2-TZVPD, the Open Molecules 2025 dataset).

Calculated values
* Kohn-Sham gap: 8.27 eV
* E_HOMO: -5.68 eV
* electronic energy: -42632.7999 eV
* ΔE to the lowest compared entry with this formula, charge and spin: 63.8 kcal per mole
* net charge: -1

Atoms and positions in Å:
S (-0.6490, 0.0001, 3.7844)
O (3.2372, 0.8802, -0.6183)
O (-0.3635, 4.3029, 1.8128)
O (2.5302, -1.2298, 0.6687)
O (-1.9273, -3.4549, 2.0510)
O (0.8574, -2.8007, -1.4452)
O (1.7920, 0.4492, -2.5148)
O (0.7486, -3.4919, 3.0462)
O (-3.3774, 1.3703, -2.2831)
O (2.8830, -1.8389, -3.2718)
O (-3.9110, 2.6640, -0.0319)
O (2.6425, 2.3259, 1.7820)
O (-1.6447, -3.4248, -0.7461)
N (-0.0743, 1.6165, -1.9105)
C (0.4208, 0.4775, -2.7013)
C (-1.1693, 0.9246, 2.2558)
C (-1.8240, 0.1908, 1.0300)
C (-0.7381, -0.0353, 0.0704)
C (-0.0812, 1.3563, -0.4393)
H (-0.0976, -0.3969, -2.3432)
H (1.3587, -2.0028, -1.2962)
H (3.0051, 1.7238, 1.1264)
H (0.9196, 1.3778, -0.0269)
H (0.3354, 4.1200, 2.4410)
H (0.2129, -0.5124, 0.4166)
H (3.6537, -1.5776, -2.7011)
H (3.2866, -1.7803, 0.9082)
H (3.0189, -0.5068, 0.1439)
H (-3.6690, 0.4943, -2.1330)
H (-2.3282, -2.8496, -1.1194)
H (0.5778, 2.4506, -1.9369)
H (-2.4664, 1.5118, -2.0414)
H (0.2273, 0.6413, -3.7708)
H (-2.4313, 0.9091, 0.4022)
H (2.3829, 0.6638, -1.3362)
H (-0.1490, -3.2552, 3.2571)
H (-0.2300, 1.3871, 1.8345)
H (1.0262, -3.2958, 2.1820)
H (-2.7298, -2.9349, 1.9864)
H (2.4241, -0.9093, -3.2060)
H (-0.5160, 2.2753, 0.0462)
H (-0.6116, -1.2654, 3.2435)
H (-1.7207, 1.8112, 2.6054)
H (-0.8222, -2.9674, -0.9532)
H (-3.6072, 2.3875, -0.9528)
H (-1.3859, -3.5119, 1.2928)
H (0.0401, 4.1865, 0.9508)
H (3.9046, 1.4695, -0.9288)
H (-3.1846, 3.2466, 0.1830)
H (1.3407, -3.4806, -1.8174)
H (-0.9951, -0.6578, -0.8465)
H (-2.2286, -0.7298, 1.5388)
H (2.1067, 1.6959, 2.3118)


[8]
# C28H68O10S

6 unconnected molecules or ions with the total composition C28H68O10S (wB97M-V/def2-TZVPD, the Open Molecules 2025 dataset).

Calculated values
* Kohn-Sham gap: 9.62 eV
* E_HOMO: -9.48 eV
* electronic energy: -61440.0478 eV
* SMILES: COC[C@H](CCCCS(=O)(=O)O)OC.CCOCC.CCOCC.CCOCC.CCOCC.CCOCC

Atoms and positions in Å:
S (-0.8216, -4.2037, -0.0371)
O (-3.3985, 3.7191, -2.3803)
O (7.3261, -2.5130, 0.0113)
O (3.7125, -6.2373, 3.9719)
O (-3.7797, -3.9348, 3.1935)
O (-1.9310, 7.1702, -5.2361)
O (-0.3155, 6.8614, 0.5659)
O (0.3069, -4.6802, -1.0317)
O (-0.0344, -3.6065, 1.3523)
O (-2.9729, 1.2636, -3.2508)
O (-1.7141, -5.4469, 0.2184)
C (-0.8880, 8.1414, -5.2169)
C (-3.1372, -4.0943, 4.4562)
C (8.5282, -3.8781, -1.6499)
C (-2.8748, -5.5454, 4.8219)
C (6.3879, -3.5139, 0.3992)
C (-1.8775, 6.2023, -6.2815)
C (-0.8277, 8.9902, -6.4763)
C (-1.7379, -2.8178, -0.9039)
C (-3.2638, -2.5362, -0.2814)
C (6.8699, -4.3806, 1.5503)
C (0.7884, 8.6930, 1.7870)
C (2.8781, -6.1688, 2.8179)
C (3.0252, -4.8710, 2.0418)
C (-3.4398, 2.7193, -1.2642)
C (2.1064, -5.2301, 5.5448)
C (-3.3912, 0.0942, -0.9367)
C (-2.1717, 4.5283, -2.3084)
C (3.5100, -5.2318, 4.9616)
C (0.8732, 6.1459, 0.2393)
C (8.6005, -2.9750, -0.4295)
C (-5.0565, -4.5516, 3.0492)
C (-3.4936, 0.3194, -4.2528)
C (-3.7874, 1.2671, -2.0175)
C (-0.2878, 7.6206, 1.7723)
C (-0.6107, 5.3637, -6.2646)
C (-6.0923, -4.0377, 4.0357)
C (1.2704, 5.1204, 1.2885)
C (-3.9309, -1.4073, -1.3190)
H (7.1037, -3.7619, 2.4233)
H (-3.4825, 0.8427, -5.3252)
H (-5.3994, -4.3297, 2.0335)
H (0.4578, 4.4001, 1.4473)
H (-0.6387, 4.6156, -7.0622)
H (0.6771, 5.6250, -0.7033)
H (0.2852, 5.9727, -6.4075)
H (-0.7156, -3.5759, 2.1094)
H (-2.6947, -0.5647, -4.3163)
H (-3.7115, -3.5869, 5.2383)
H (-1.8783, 4.7744, -1.2025)
H (-1.0844, 8.7962, -4.3619)
H (1.8343, -6.3472, 3.0962)
H (-5.1063, -1.4460, -1.2042)
H (-4.5361, -0.1478, -3.9799)
H (-5.8052, -4.2380, 5.0698)
H (9.1303, -3.4649, 0.3930)
H (6.1086, -4.1245, -0.4657)
H (1.7915, 8.2673, 1.7069)
H (-2.0173, 6.6882, -7.2527)
H (-2.1776, -3.5687, 4.3897)
H (1.3495, -5.0250, 4.7853)
H (-0.0344, 9.7405, -6.3939)
H (8.0342, -3.3599, -2.4816)
H (-1.1180, -1.8175, -0.9114)
H (-1.9410, -3.1709, -2.0259)
H (-3.9336, 0.3917, 0.0838)
H (3.7716, -4.2481, 4.5602)
H (9.1854, -2.0858, -0.6856)
H (-6.2121, -2.9515, 3.9346)
H (-0.6268, 8.3882, -7.3646)
H (6.0991, -5.1046, 1.8304)
H (5.4779, -2.9883, 0.7111)
H (-4.9598, -5.6398, 3.1099)
H (2.3924, -4.8872, 1.1496)
H (-2.4001, 5.5735, -2.8332)
H (1.8724, -6.2085, 5.9834)
H (0.0742, 7.6591, -5.0198)
H (-1.2675, 8.1036, 1.8628)
H (-3.6213, -1.7710, -2.4006)
H (-4.9468, 1.2297, -2.2007)
H (1.6920, 6.8439, 0.0401)
H (-3.2271, -2.1264, 0.8194)
H (0.6563, 9.3793, 0.9437)
H (7.7745, -4.9367, 1.2930)
H (-0.5057, 4.8483, -5.3039)
H (7.9594, -4.7884, -1.4505)
H (2.0165, -4.4644, 6.3223)
H (-2.7400, 5.5404, -6.1421)
H (-3.8366, -3.5709, -0.3368)
H (-0.1934, 6.9537, 2.6355)
H (-2.2624, -6.0290, 4.0534)
H (-1.2555, 4.0646, -2.8722)
H (2.7396, -4.0021, 2.6396)
H (4.0655, -4.7265, 1.7314)
H (4.2237, -5.4351, 5.7664)
H (-2.3490, -5.6076, 5.7792)
H (-7.0604, -4.5174, 3.8581)
H (0.7408, 9.2673, 2.7168)
H (9.5338, -4.1743, -1.9663)
H (-1.7841, 9.5033, -6.6388)
H (-4.2888, 3.0706, -0.5378)
H (2.1666, 4.5770, 0.9718)
H (1.4852, 5.5856, 2.2526)
H (-3.8005, -6.1191, 4.9100)
H (-2.3658, 2.6927, -0.7744)
H (3.1698, -7.0024, 2.1687)
H (-2.2380, 0.1616, -0.7398)